Entry 1:
Entry from the OMol25 dataset: a single C2HF2P molecule (ωB97M-V with the def2-TZVPD basis set).

Geometry as XYZ:
```
6
Properties=species:S:1:pos:R:3:forces:R:3:nbo_charge:R:1
C -1.355026 0.879216 0.110562 -2.66 0.57 0.43 -0.064
C -0.337628 0.113084 0.256563 1.36 -2.53 -0.55 -0.337
F -1.699554 2.164372 -0.085737 0.85 0.04 -0.13 -0.320
F -3.979432 -0.428265 -0.536465 3.01 0.04 1.28 -0.609
P -2.537328 -0.412783 0.545349 0.20 0.70 -1.26 1.052
H 0.769574 -0.265877 0.135668 -2.75 1.19 0.23 0.278
```
Forces are in eV/Å.

Its SMILES is FC1=P(F)=C1. The value obtained for the HOMO-LUMO gap is 8.373 eV. The net charge is 0. For the HOMO energy, the calculation gives -9.68 eV. The calculation puts the LUMO energy at -1.303 eV.

---

Entry 2:
Entry from the OMol25 dataset: a gas-phase ion, C9H11N2O (charge +1) (ωB97M-V with the def2-TZVPD basis set).

Geometry as XYZ:
```
23
Properties=species:S:1:pos:R:3:forces:R:3:nbo_charge:R:1
C -3.235044 -0.596935 0.102397 0.96 1.31 0.57 -0.209
C -3.590133 0.744336 -0.034435 0.60 0.31 -0.39 -0.159
C -1.871645 -0.864408 0.248146 -0.63 -1.38 -0.29 -0.184
C -2.652240 1.769941 -0.028935 0.67 -0.91 -0.83 -0.210
C -0.892939 0.082844 -0.020352 -0.60 1.16 -0.48 -0.214
C -1.304106 1.408571 -0.218572 -0.09 1.02 1.66 0.312
C 1.572242 1.507516 -0.157741 -1.66 -3.83 0.33 0.357
C 0.510415 -0.265943 -0.193035 2.67 2.50 -2.42 -0.134
C 3.027533 1.425298 -0.111179 0.78 1.16 -1.38 -0.696
N 0.894300 2.513062 -0.238928 -1.64 1.28 -0.20 -0.087
N 0.824707 -1.437143 0.635838 -0.18 -3.75 2.43 -0.723
O -0.490635 2.545559 -0.318108 0.09 -0.56 -0.33 -0.313
H -4.045681 -1.281184 0.203959 0.01 -0.82 0.00 0.243
H -4.594779 1.021304 -0.251368 -0.81 0.03 0.43 0.234
H -1.533802 -1.890597 0.487991 -0.67 0.48 -0.28 0.170
H -2.949294 2.811502 0.003954 0.13 -0.09 -0.22 0.253
H 0.830859 -0.529970 -1.282271 -0.71 0.23 1.97 0.241
H 3.531070 2.105061 -0.904195 -0.96 -1.04 1.45 0.280
H 3.274940 0.419195 -0.323178 0.72 -1.03 -0.28 0.218
H 3.359949 1.665753 0.878943 0.42 0.26 0.49 0.258
H 0.414155 -1.483608 1.633816 1.04 1.31 -1.34 0.456
H 1.815267 -1.830107 0.711362 -1.37 1.12 -0.42 0.463
H 0.227732 -2.279317 0.330992 1.23 1.24 -0.47 0.444
```
Forces are in eV/Å.

The value obtained for the HOMO-LUMO gap is 8.531 eV. The net charge is +1. For the HOMO energy, the calculation gives -12.39 eV. The calculation puts the LUMO energy at -3.857 eV.

---

Entry 3:
Entry from the OMol25 dataset: a molecular structure, C23H28BrCl2N4O2Pd (ωB97M-V with the def2-TZVPD basis set).

Geometry as XYZ:
```
61
Properties=species:S:1:pos:R:3:forces:R:3:nbo_charge:R:1
Pd -0.739898 1.279896 0.007852 -0.23 0.08 -0.04 0.026
O 4.844100 -0.103301 1.774703 -0.01 -0.02 -0.02 -0.705
C 4.424966 1.150290 2.177891 -0.05 0.02 0.05 0.363
C 5.345899 2.129960 2.517969 0.00 0.03 0.02 -0.335
C 4.900221 3.383545 2.920271 0.04 -0.02 0.00 -0.214
C 3.541375 3.643235 2.982931 -0.05 0.03 0.00 -0.252
C 2.633392 2.645086 2.645349 0.01 0.04 -0.04 -0.173
C 3.054431 1.393387 2.233930 0.07 -0.08 -0.05 -0.117
C 1.989363 0.330462 1.881204 0.07 -0.03 0.07 0.292
O 0.763987 0.704836 2.095197 -0.06 0.01 -0.04 -0.892
N 2.289813 -0.026441 0.404432 -0.06 -0.14 0.05 -0.413
N 1.318929 -0.144813 -0.452007 0.16 0.07 0.05 -0.148
C 1.515089 -0.725638 -1.585784 0.04 0.00 0.03 -0.154
C 0.504250 -0.799804 -2.618126 -0.04 -0.05 -0.12 -0.051
Br -1.041341 0.278863 -2.321951 0.02 -0.01 0.10 0.075
C 0.670044 -1.579344 -3.702284 0.03 0.03 0.09 -0.296
C -0.133306 -1.819321 -4.899935 -0.06 -0.02 -0.08 -0.054
C 0.094529 -3.014706 -5.597296 -0.01 0.03 0.02 -0.216
C -0.601858 -3.329884 -6.750912 0.00 0.00 0.00 -0.166
C -1.547753 -2.448278 -7.255787 -0.01 -0.01 -0.02 -0.258
C -1.773468 -1.251499 -6.591580 0.00 0.01 0.01 -0.212
C -1.079582 -0.936379 -5.433352 0.01 -0.01 0.00 -0.198
H 5.804995 -0.128762 1.809908 -0.01 0.01 0.00 0.470
H 6.409430 1.913659 2.466424 0.00 0.00 0.00 0.189
H 5.620055 4.149101 3.183681 0.00 0.00 0.00 0.199
H 3.188450 4.619085 3.293210 0.00 0.00 0.00 0.203
H 1.559976 2.794405 2.678220 0.00 0.00 0.01 0.252
H 2.293924 -0.608753 2.412243 0.01 0.04 -0.05 0.094
H 3.134050 -0.570550 0.244571 0.03 0.02 -0.05 0.343
H 2.482022 -1.174418 -1.834770 0.00 0.01 0.02 0.150
H 1.574653 -2.183527 -3.665741 0.01 0.01 0.02 0.200
H 0.832782 -3.709093 -5.212479 0.00 0.00 0.01 0.201
H -0.404748 -4.267276 -7.256920 0.00 0.00 0.00 0.194
H -2.096489 -2.687453 -8.158053 0.00 0.00 0.00 0.202
H -2.498146 -0.546263 -6.980308 0.00 0.00 0.00 0.205
H -1.266292 0.008045 -4.946988 0.01 0.00 0.01 0.226
C -2.248235 0.410534 2.867563 -0.01 -0.03 0.00 -0.281
C -2.777009 -0.545603 3.970984 -0.01 -0.01 0.01 -0.254
N -3.190519 -1.826885 3.385214 -0.02 -0.01 0.01 -0.430
C -2.038512 -2.418542 2.693072 -0.01 -0.01 0.00 -0.255
C -1.523599 -1.463837 1.582509 0.00 0.00 0.03 -0.282
N -2.345936 -0.250787 1.563165 0.05 0.08 -0.05 -0.433
C -3.733463 -0.607107 1.298764 -0.01 -0.01 -0.01 -0.249
C -4.246084 -1.574051 2.402790 0.00 0.00 0.00 -0.252
H -1.200639 0.672741 3.015679 0.01 0.01 0.00 0.270
H -2.838825 1.330381 2.823583 0.00 0.00 0.00 0.183
H -3.640402 -0.125618 4.495894 0.01 0.01 0.00 0.181
H -2.005045 -0.751655 4.716492 0.00 0.01 0.00 0.194
H -2.352311 -3.384838 2.286934 0.01 0.00 0.00 0.183
H -1.263731 -2.609833 3.439801 0.00 0.00 -0.01 0.193
H -1.580202 -1.926222 0.593239 0.00 0.00 0.00 0.192
H -0.497088 -1.138902 1.756017 0.01 -0.01 -0.01 0.263
H -3.785600 -1.066920 0.308364 0.00 0.00 0.00 0.196
H -4.323498 0.312547 1.268226 0.00 0.00 0.00 0.191
H -4.551188 -2.536172 1.981550 0.00 0.01 -0.01 0.186
H -5.108087 -1.156638 2.931106 0.00 0.00 0.00 0.185
Cl -0.420297 6.165808 -0.395735 0.00 0.08 0.00 -0.093
C -0.418381 4.374528 -0.484484 0.04 -0.07 -0.05 -0.393
Cl -1.120865 3.629045 0.945704 0.01 -0.09 0.03 0.016
H 0.607599 4.039824 -0.567803 0.00 0.00 0.02 0.235
H -1.005929 4.079854 -1.344342 0.00 -0.01 0.01 0.226
```
Forces are in eV/Å.

The value obtained for the HOMO-LUMO gap is 5.695 eV. The net charge is -1. For the HOMO energy, the calculation gives -3.06 eV. The calculation puts the LUMO energy at 2.634 eV.

---

Entry 4:
Entry from the OMol25 dataset: a molecular structure, C19H13AlN5O2S3 (ωB97M-V with the def2-TZVPD basis set).

Geometry as XYZ:
```
43
Properties=species:S:1:pos:R:3:forces:R:3:nbo_charge:R:1
Al -0.033815 -0.086513 -0.194508 -0.22 -0.08 -0.37 1.437
N 3.508065 -2.310077 0.537535 -0.06 -0.04 0.09 -0.343
C 2.771157 -1.594076 -0.320448 0.05 0.09 0.02 0.249
N 1.793233 -1.034819 0.349891 -0.03 0.08 0.06 -0.534
C 1.969869 -1.457821 1.621771 -0.28 -0.03 0.26 0.307
N 3.002167 -2.245356 1.795196 0.16 0.05 -0.15 -0.264
C 0.967978 -1.038842 2.613138 0.28 -0.08 -0.22 0.135
C 1.158985 -1.051848 3.982285 -0.09 -0.01 0.08 0.025
N 0.233206 -0.580691 4.813226 0.06 -0.03 -0.02 -0.366
C -0.866797 -0.090495 4.256272 -0.07 0.01 -0.02 0.007
C -1.072407 -0.083357 2.881262 -0.02 -0.14 -0.02 0.035
N -0.151576 -0.571522 2.062870 -0.01 0.08 0.02 -0.406
H 4.320505 -2.869314 0.348001 -0.02 0.00 0.01 0.416
H 2.943099 -1.497332 -1.380987 0.00 0.01 0.01 0.258
H 2.076937 -1.441977 4.403461 -0.01 0.01 0.02 0.208
H -1.618889 0.320821 4.917806 0.01 -0.01 0.02 0.199
H -1.969928 0.304373 2.411354 0.01 0.03 0.02 0.249
S -0.727979 -2.267232 -0.781911 0.02 0.05 -0.04 -0.344
C 0.088116 -2.422525 -2.340874 0.02 0.00 0.07 -0.189
C 0.074377 -3.676601 -2.964849 0.00 0.02 0.02 -0.221
C 0.664561 -3.893467 -4.198248 0.02 0.05 0.01 -0.251
C 1.297674 -2.837581 -4.844099 -0.02 -0.01 0.02 -0.265
C 1.326345 -1.591121 -4.241285 0.02 0.05 0.02 -0.185
C 0.734524 -1.348557 -2.994846 0.01 -0.01 0.08 -0.204
S 0.853923 0.277664 -2.308388 -0.09 -0.22 -0.15 -0.340
H -0.426135 -4.491488 -2.455159 0.00 0.01 0.01 0.207
H 0.627970 -4.876947 -4.651440 0.00 0.00 0.00 0.196
H 1.762084 -2.981655 -5.812562 0.00 0.01 0.00 0.196
H 1.814226 -0.760802 -4.739288 0.00 -0.01 0.00 0.201
O 0.657806 2.909764 2.181840 -0.05 -0.09 0.10 -0.656
C 0.071997 2.431877 1.222580 0.03 0.22 -0.23 0.796
O 0.560913 1.461925 0.511787 0.18 -0.02 0.06 -0.887
C -1.230489 3.040482 0.757205 0.02 -0.14 0.10 -0.148
C -1.388719 4.400505 1.031149 -0.02 0.01 0.00 -0.175
C -2.520696 5.093774 0.648801 -0.01 -0.06 -0.02 -0.269
C -3.532983 4.401612 -0.010235 0.02 0.02 0.02 -0.203
C -3.396775 3.052747 -0.269258 0.00 -0.07 -0.02 -0.245
C -2.249301 2.329124 0.099592 -0.05 0.06 0.04 -0.128
S -2.268817 0.596403 -0.258163 0.13 0.22 0.13 -0.333
H -0.585651 4.896225 1.561122 0.00 -0.01 0.00 0.225
H -2.616704 6.151637 0.859006 0.00 0.00 0.00 0.199
H -4.433531 4.917631 -0.323446 0.00 -0.01 0.00 0.198
H -4.188525 2.515466 -0.777174 0.00 0.01 0.00 0.212
```
Forces are in eV/Å.

The value obtained for the HOMO-LUMO gap is 6.191 eV. The net charge is -1. For the HOMO energy, the calculation gives -4.03 eV. The calculation puts the LUMO energy at 2.165 eV.

---

Entry 5:
Entry from the OMol25 dataset: a molecular structure, C32H27GeN3O4S2Zr (ωB97M-V with the def2-TZVPD basis set).

Geometry as XYZ:
```
70
Properties=species:S:1:pos:R:3:forces:R:3:mulliken_spin:R:1
Zr -1.008903 0.457821 0.786304 -0.11 -0.56 -0.12 0.029
C -3.888268 2.666232 -0.048369 0.03 -0.03 0.00 0.000
C -3.029734 3.027628 1.116078 0.03 -0.10 0.02 -0.001
N -2.059251 2.263989 1.601897 -0.04 0.07 0.00 -0.001
C -1.523237 2.783974 2.777204 -0.04 0.03 -0.05 0.000
C -2.057942 3.970858 3.139873 0.00 -0.03 -0.01 0.000
S -3.281553 4.424612 2.034177 -0.03 0.15 0.02 0.000
C -0.597358 1.914730 3.498182 -0.03 -0.08 0.05 0.002
C -0.053438 2.082011 4.724082 0.09 -0.01 0.01 0.000
S 0.767231 0.658694 5.197186 -0.03 0.05 0.06 0.000
C 0.348618 -0.111447 3.751691 0.08 -0.08 -0.06 0.001
N -0.348263 0.664014 2.931138 -0.08 0.10 0.06 0.001
C 0.718569 -1.528005 3.481825 -0.04 0.02 -0.03 0.000
H -3.514341 1.776516 -0.557540 0.01 0.00 0.00 0.000
H -3.943357 3.479417 -0.770096 -0.02 0.01 -0.01 0.000
H -4.902146 2.455370 0.296052 0.00 0.01 0.00 0.000
H -1.835119 4.572796 4.006349 -0.01 0.01 0.00 0.000
H -0.118693 2.936847 5.378071 0.00 0.00 0.00 0.000
H 1.470689 -1.874245 4.187144 0.00 -0.02 -0.01 0.000
H 1.095383 -1.638730 2.463923 0.02 0.02 0.01 0.000
H -0.164882 -2.161819 3.576508 0.00 0.00 0.02 0.000
O -1.746375 -1.442670 1.383945 0.06 -0.04 0.01 -0.001
C -2.062463 -1.757794 0.172740 0.13 0.34 -0.05 -0.003
O -1.833579 -0.786042 -0.673199 -0.17 -0.06 -0.05 0.002
C -2.599122 -3.031550 -0.212758 0.01 0.02 0.28 0.000
C -2.977260 -3.292989 -1.535952 0.00 -0.01 -0.03 0.000
C -3.512686 -4.525055 -1.855312 -0.01 0.00 -0.04 0.000
C -3.670075 -5.494719 -0.868677 -0.01 -0.01 -0.01 0.000
C -3.282145 -5.210561 0.429767 0.01 -0.01 0.03 0.000
C -2.753531 -3.995774 0.789025 -0.02 -0.04 -0.07 0.000
N -3.440051 -6.245937 1.482078 -0.04 0.05 0.01 0.000
O -3.952942 -7.285039 1.152434 0.02 -0.01 -0.01 0.000
O -3.040039 -5.953136 2.588672 0.02 -0.02 0.00 0.000
H -2.854050 -2.531493 -2.294202 -0.01 0.00 0.01 0.000
H -3.815338 -4.740659 -2.870111 0.00 0.00 0.00 0.000
H -4.090673 -6.466597 -1.090378 0.00 0.00 -0.01 0.000
H -2.475640 -3.812250 1.816158 0.00 0.01 0.00 0.000
C 2.845915 1.037190 1.634882 -0.04 -0.01 -0.02 0.012
Ge 1.630396 0.434700 0.216819 0.04 0.30 0.25 0.013
C 0.628099 2.047296 -0.438989 -0.06 0.07 -0.20 -0.002
C 0.842679 3.329086 0.082711 0.00 -0.10 0.05 -0.004
C 0.116942 4.419120 -0.381006 0.10 0.08 0.10 0.001
C -0.851044 4.249786 -1.357164 -0.16 0.04 -0.15 0.000
C -1.125529 2.985216 -1.861044 -0.05 -0.15 0.04 -0.003
C -0.412448 1.882452 -1.391370 0.31 0.20 0.18 0.001
C 2.800784 -0.451336 -1.091971 -0.08 -0.30 -0.04 0.173
C 3.260728 -1.695006 -0.611176 -0.02 0.01 -0.01 -0.040
C 4.107531 -2.501065 -1.342434 0.04 -0.02 -0.07 0.100
C 4.531856 -2.088077 -2.609833 -0.01 0.00 0.02 0.174
C 4.117697 -0.853591 -3.124105 0.03 -0.01 -0.02 -0.031
C 4.581412 -0.418570 -4.380947 0.00 -0.02 0.01 0.202
C 4.219864 0.832384 -4.887594 0.00 0.02 -0.01 0.080
C 3.402413 1.658895 -4.141722 -0.01 0.04 -0.02 0.015
C 2.923929 1.247360 -2.894055 0.05 -0.15 0.00 0.141
C 3.251214 -0.016187 -2.361750 -0.06 0.22 0.04 0.045
H 3.682201 1.589223 1.207002 0.00 0.02 0.00 0.002
H 3.250907 0.182211 2.177138 -0.01 -0.01 -0.03 -0.001
H 2.325558 1.677364 2.348396 0.00 0.00 0.00 0.000
H 1.609364 3.488945 0.831939 0.01 -0.02 0.00 0.000
H 0.325465 5.408399 0.006502 0.00 0.00 0.00 0.000
H -1.392647 5.107229 -1.736639 0.01 0.00 0.01 0.000
H -1.876623 2.860250 -2.630753 -0.01 -0.03 0.00 0.000
H -0.605746 0.902439 -1.831613 0.08 0.02 -0.13 0.001
H 2.941768 -2.044484 0.365640 0.00 0.01 -0.02 -0.013
H 4.441232 -3.450097 -0.945215 0.00 0.00 0.00 0.006
H 5.194449 -2.717124 -3.191612 0.00 0.00 -0.01 0.000
H 5.234371 -1.065651 -4.954172 0.00 0.01 0.00 0.002
H 4.589010 1.151488 -5.852704 0.01 -0.01 0.00 0.004
H 3.134159 2.636780 -4.518422 0.00 0.00 -0.01 -0.003
H 2.306062 1.924378 -2.320649 -0.01 -0.01 0.01 0.095
```
Forces are in eV/Å.

The multiplicity is 2. The value obtained for the HOMO-LUMO gap (alpha / beta) is 7.354 / 5.443 eV. The net charge is +3. For the HOMO energy (alpha / beta), the calculation gives -16.44 / -16.62 eV. The calculation puts the LUMO energy (alpha / beta) at -9.087 / -11.177 eV.

---

Entry 6:
Entry from the OMol25 dataset: a molecular structure, C3H4N4O (ωB97M-V with the def2-TZVPD basis set).

Geometry as XYZ:
```
12
Properties=species:S:1:pos:R:3:forces:R:3:nbo_charge:R:1
C -0.326840 -1.032312 -0.249803 -2.83 0.31 -0.07 0.264
C -0.278385 0.364820 0.136679 -0.81 0.03 -1.80 -0.123
C -0.676890 1.646171 -0.456431 -0.74 0.51 -2.42 0.417
H -2.616184 -1.900792 0.079536 4.26 0.69 -3.18 0.362
H -1.033660 -2.635548 -1.261998 -2.08 3.01 1.43 0.386
H 2.426480 -0.941281 0.855380 -3.74 2.71 0.82 0.406
H -1.446546 1.566251 -1.573809 1.98 0.69 3.38 0.124
N -1.471777 -1.620339 -0.910692 -0.39 -3.34 1.65 -0.801
N 0.769197 -1.655969 0.165048 -2.20 3.02 0.89 -0.280
N 1.298547 -0.562463 0.837414 9.31 -5.94 0.24 -0.156
N 0.880798 0.631344 0.714871 -0.07 -2.58 0.86 -0.096
O 0.003157 2.561410 -0.041032 -2.71 0.89 -1.80 -0.503
```
Forces are in eV/Å.

The value obtained for the HOMO-LUMO gap is 8.955 eV. The net charge is 0. For the HOMO energy, the calculation gives -9.53 eV. The calculation puts the LUMO energy at -0.578 eV.

---

Q: Which F_max values were calculated for the entries above? A: 3.27 4.47 0.25 0.43 0.58 11.05, in eV/A.